ORCA calculation (the ωB97M-V functional and the def2-TZVPD basis) on a structure of composition C7H15N in a non-equilibrium geometry.

```
23
Properties=species:S:1:pos:R:3:mulliken_spin:R:1
C 3.2674 -0.0047 0.5652 0.07
C 1.8885 0.2530 -0.0765 -0.09
C 0.8568 0.5124 1.0331 0.04
C -0.5408 0.7602 0.5126 0.01
C -1.4196 -0.4753 0.1378 0.00
C -2.9095 -0.1568 -0.0070 0.01
C -3.4216 0.2070 -1.2203 0.02
N 1.4042 -1.1476 -0.9212 0.84
H 3.5981 0.6673 1.3710 0.01
H 4.0319 -0.1236 -0.2026 0.00
H 3.0847 -0.9317 1.1380 -0.01
H 2.0648 1.1856 -0.6519 0.05
H 1.0826 1.4171 1.7118 0.02
H 1.0348 -0.3862 1.6234 -0.01
H -0.4116 1.4011 -0.3142 0.00
H -1.2946 1.2831 1.1583 0.00
H -1.2766 -1.2838 0.8494 0.00
H -1.0475 -0.8544 -0.8348 0.00
H -3.5301 -0.2177 0.9361 0.00
H -4.5171 0.3841 -1.5617 0.00
H -2.5214 0.2955 -1.9107 0.00
H 1.1917 0.0682 -1.1562 0.04
H 2.3542 -1.4463 -1.3778 -0.02
```

Output
Net charge = +1
Multiplicity = 2
Energy relative to the best compared isomer or geometry (same formula, charge and spin) = 164.13 kcal/mol
Orbital gap (spin up / spin down) = 8.8 / 3.6 eV
⟨S²⟩ = 0.756
Molar mass = 113.2 g/mol